(1)
A cluster of 2 separate species, CH4ClNO3S in total in a non-equilibrium geometry, computed with the ωB97M-V functional and the def2-TZVPD basis.

Calculated values
Total charge: 0
Electronic energy: -1179.166167 hartree
Molar mass: 145.6 g/mol
HOMO energy (spin up / spin down): -8.79 / -9.01 eV
Orbital gap (spin up / spin down): 8.324 / 8.544 eV
Lowest unoccupied orbital energy (spin up / spin down): -0.47 / -0.47 eV

XYZ file:
```
11
Properties=species:S:1:pos:R:3:mulliken_charge:R:1
C 2.018 -1.576 -0.352 -0.2250
N 1.310 0.591 0.092 -0.5107
O -1.960 1.221 1.375 -0.3517
O -2.508 1.668 -0.939 -0.4346
O 1.916 -0.363 -0.546 0.0101
S -3.061 1.045 0.267 0.6759
Cl -2.623 -1.124 -0.143 -0.2650
H 1.964 -2.004 0.625 0.2590
H -1.083 1.176 1.099 0.3623
H 2.628 -2.043 -1.053 0.2636
H 1.399 1.409 -0.424 0.2160
```

(2)
A cluster of 3 separate species, C18H15F3 in total in a non-equilibrium geometry, computed with the ωB97M-V functional and the def2-TZVPD basis.

Calculated values
Total charge: 0
Electronic energy: -994.447775 hartree
Molar mass: 288.3 g/mol
SMILES string: Fc1ccccc1.Fc1ccccc1.Fc1ccccc1
HOMO energy: -9.32 eV
Orbital gap: 9.957 eV
Energy above the lowest of the compared OMol25 structures with the same formula, charge and spin: 114.8 kJ/mol
Lowest unoccupied orbital energy: 0.64 eV

XYZ file:
```
36
Properties=species:S:1:pos:R:3:mulliken_charge:R:1
F -4.657 -0.695 -1.160 -0.3025
C -3.408 -0.369 -1.360 0.1046
C -2.985 0.224 -2.517 -0.2193
C -1.651 0.654 -2.713 -0.5839
C -0.742 0.336 -1.746 -0.3113
C -1.098 -0.348 -0.530 -0.6357
C -2.460 -0.642 -0.393 -0.1466
H -3.824 0.371 -3.181 0.3634
H -1.322 1.236 -3.561 0.4225
H 0.276 0.624 -1.961 0.5144
H -0.397 -0.583 0.257 0.4163
H -2.780 -1.044 0.557 0.3760
F -1.122 5.313 -2.892 -0.3046
C 0.066 4.826 -2.372 0.1648
C 1.268 5.316 -2.797 -0.2457
C 2.497 4.798 -2.280 -0.5214
C 2.420 3.793 -1.301 -0.3171
C 1.179 3.337 -0.784 -0.6613
C 0.028 3.897 -1.409 -0.0732
H 1.402 6.237 -3.344 0.3525
H 3.445 5.230 -2.564 0.3780
H 3.310 3.277 -0.973 0.3467
H 1.056 2.485 -0.132 0.4724
H -0.882 3.556 -0.939 0.4146
F 0.200 -6.567 2.135 -0.3043
C 0.512 -5.422 2.755 0.6163
C 0.715 -4.382 1.950 -0.4881
C 0.956 -3.137 2.616 -0.1165
C 1.281 -3.082 3.942 -0.7359
C 1.134 -4.256 4.719 -0.1725
C 0.687 -5.442 4.144 -0.6699
H 0.670 -4.541 0.883 0.4014
H 1.062 -2.220 2.056 0.3610
H 1.418 -2.129 4.431 0.3555
H 1.257 -4.287 5.791 0.3467
H 0.491 -6.363 4.673 0.4026
```

(3)
A structure of composition C7H12F9FeN4O17S3 in a non-equilibrium geometry, computed with the ωB97M-V functional and the def2-TZVPD basis.

Calculated values
Total charge: 0
Electronic energy: -5128.772283 hartree
Molar mass: 747.2 g/mol
HOMO energy (spin up / spin down): -10.90 / -10.84 eV
Multiplicity: 6
Orbital gap (spin up / spin down): 9.991 / 7.963 eV
Lowest unoccupied orbital energy (spin up / spin down): -0.91 / -2.87 eV

XYZ file:
```
53
Properties=species:S:1:pos:R:3:mulliken_spin:R:1
Fe -0.358 -0.019 -0.640 4.3978
C -1.421 -3.325 2.151 0.0070
F -0.517 -3.688 3.055 0.0007
F -1.030 -3.802 0.958 0.0008
F -2.588 -3.847 2.441 0.0006
S -1.555 -1.467 2.096 0.0046
O -0.745 -0.983 3.171 0.0093
O -0.974 -1.141 0.762 0.1311
O -2.964 -1.207 2.142 0.0119
C 3.872 1.406 -0.200 0.0069
F 3.395 2.640 -0.486 0.0002
F 4.121 0.775 -1.347 0.0000
F 4.986 1.537 0.487 0.0008
S 2.639 0.494 0.817 -0.0007
O 2.319 1.381 1.900 0.0057
O 1.520 0.286 -0.123 0.0505
O 3.331 -0.713 1.145 0.0075
C -0.596 -2.722 -3.606 0.0004
F -1.686 -3.029 -4.306 0.0005
F -0.577 -3.425 -2.478 0.0002
F 0.491 -2.919 -4.330 0.0009
S -0.660 -0.935 -3.169 -0.0033
O -1.637 -0.731 -2.052 0.1301
O 0.589 -0.605 -2.429 0.1284
O -0.914 -0.189 -4.352 0.0129
C -0.222 2.201 3.341 0.0026
N -0.785 2.285 1.960 -0.0005
O -0.420 1.442 1.168 0.0168
O -1.541 3.198 1.695 -0.0011
H -1.064 1.923 3.969 0.0002
H 0.251 3.146 3.569 -0.0002
H 0.504 1.395 3.329 0.0003
C 1.142 3.579 -2.610 0.0032
N -0.018 3.077 -1.827 -0.0022
O -0.064 1.870 -1.666 0.0440
O -0.846 3.853 -1.431 0.0063
H 1.954 2.877 -2.479 0.0002
H 1.393 4.580 -2.285 0.0000
H 0.783 3.602 -3.639 0.0000
C 2.746 -3.733 0.573 0.0007
N 2.194 -2.902 -0.512 0.0005
O 2.892 -2.699 -1.476 0.0010
O 1.063 -2.465 -0.360 0.0034
H 1.907 -4.140 1.125 -0.0002
H 3.304 -3.053 1.216 0.0000
H 3.431 -4.444 0.133 0.0002
C -4.280 1.466 1.204 0.0015
N -3.514 1.603 -0.046 -0.0005
O -2.609 0.801 -0.223 0.0159
O -3.847 2.450 -0.839 0.0036
H -3.635 1.662 2.054 0.0000
H -4.674 0.456 1.239 -0.0005
H -5.083 2.195 1.208 0.0002
```

(4)
A cluster of 13 separate species, C52H95N7O6 in total in a non-equilibrium geometry, computed with the ωB97M-V functional and the def2-TZVPD basis.

Calculated values
Total charge: 0
Electronic energy: -2872.894561 hartree
Molar mass: 914.4 g/mol
HOMO energy: -7.69 eV
Orbital gap: 8.221 eV
Lowest unoccupied orbital energy: 0.53 eV

XYZ file:
```
160
Properties=species:S:1:pos:R:3:mulliken_charge:R:1
C 17.566 19.012 18.093 -0.4960
C 18.309 18.782 16.734 -0.8002
O 17.499 18.034 15.885 0.0257
C 18.154 17.499 14.793 -0.7346
C 17.133 17.124 13.809 -0.6493
H 18.234 19.611 18.712 0.4145
H 16.623 19.525 17.899 0.1414
H 17.343 18.041 18.535 -0.1177
H 18.528 19.724 16.230 0.3942
H 19.268 18.283 16.869 0.4564
H 18.862 18.251 14.444 0.5514
H 18.724 16.644 15.158 0.2913
H 16.526 18.003 13.592 0.3509
H 16.387 16.434 14.203 -0.3764
H 17.635 16.706 12.936 0.4245
C 12.795 18.831 19.480 -0.9832
C 14.154 18.328 20.065 -0.2858
O 14.302 16.847 20.059 -0.5069
C 15.372 16.286 20.831 -0.3772
C 15.235 14.768 20.760 -0.6805
H 12.749 19.920 19.492 0.5412
H 12.737 18.544 18.430 0.0258
H 11.898 18.545 20.030 0.3546
H 14.991 18.797 19.548 -0.0749
H 14.247 18.677 21.094 0.5665
H 16.311 16.610 20.382 0.0916
H 15.194 16.673 21.835 0.5042
H 15.080 14.411 19.741 -0.0418
H 14.389 14.506 21.394 0.5136
H 16.181 14.435 21.186 0.0152
C 9.843 21.900 17.515 -1.4011
C 10.435 20.564 17.056 0.0721
O 11.816 20.756 16.671 -0.3826
C 12.377 19.790 15.775 -0.5366
C 13.903 19.807 15.857 -0.4953
H 9.928 22.695 16.775 0.3302
H 8.778 21.802 17.726 0.4156
H 10.245 22.186 18.487 0.3061
H 10.305 19.836 17.856 0.1267
H 9.856 20.270 16.180 0.3327
H 12.033 18.783 16.012 0.1677
H 12.096 20.077 14.762 0.6230
H 14.285 18.993 15.239 0.0004
H 14.167 19.619 16.898 -0.0234
H 14.352 20.713 15.448 0.5189
C 19.039 13.708 21.343 -1.3409
C 19.032 14.671 20.165 -0.2098
O 18.432 14.121 18.958 -0.3184
C 18.221 15.016 17.933 0.4045
C 17.856 14.214 16.673 -0.2093
H 18.003 13.447 21.559 0.2840
H 19.584 12.781 21.162 0.3624
H 19.398 14.305 22.181 0.3568
H 18.461 15.559 20.439 0.2278
H 20.058 14.958 19.936 0.4160
H 17.365 15.625 18.223 -0.4418
H 19.090 15.651 17.758 0.4417
H 18.754 13.814 16.201 0.6531
H 17.418 14.884 15.934 -0.1267
H 17.110 13.446 16.875 -0.5841
C 7.969 15.903 12.515 -1.2755
C 8.650 16.046 13.842 0.0402
O 8.334 14.882 14.503 -0.3779
C 9.069 14.600 15.701 -0.0196
C 8.517 13.261 16.201 -1.2087
H 6.922 15.656 12.695 0.3589
H 7.964 16.829 11.941 0.3645
H 8.410 15.093 11.934 0.2213
H 9.730 16.114 13.710 0.1091
H 8.267 16.890 14.415 0.3564
H 10.139 14.520 15.511 0.0198
H 8.831 15.470 16.313 0.6487
H 7.476 13.060 15.947 0.4063
H 8.555 13.180 17.287 0.2036
H 8.985 12.371 15.779 0.1882
C 14.633 16.029 16.935 2.7959
C 13.913 15.600 15.633 -2.0853
O 14.862 14.824 14.938 1.9769
C 14.431 14.427 13.632 0.8062
C 15.608 13.760 12.898 -0.3330
H 14.884 15.103 17.453 -1.1712
H 15.522 16.616 16.707 -0.5774
H 13.984 16.616 17.585 -0.8925
H 12.998 15.053 15.860 0.4214
H 13.590 16.483 15.080 0.8631
H 13.625 13.703 13.750 -0.6168
H 14.115 15.268 13.015 -0.5959
H 16.094 12.907 13.371 -0.0468
H 16.385 14.498 12.702 0.0590
H 15.263 13.306 11.969 -0.2779
N 12.272 12.641 11.479 0.5140
C 12.168 11.404 12.082 -0.6143
C 11.146 11.458 12.998 -1.1171
C 10.483 12.695 12.914 0.2537
C 11.246 13.367 12.011 -1.0090
H 12.983 12.834 10.789 0.2809
H 12.896 10.653 11.812 0.4155
H 10.794 10.716 13.699 0.4772
H 9.719 13.017 13.606 0.5185
H 11.114 14.372 11.637 0.2449
N 13.063 12.387 8.137 0.1171
C 13.738 11.559 9.007 -1.0368
C 14.793 12.275 9.535 -0.3016
C 14.714 13.581 9.024 -0.0893
C 13.727 13.614 8.067 -0.7766
H 12.323 12.147 7.493 0.2170
H 13.430 10.533 9.147 0.4209
H 15.541 11.923 10.230 0.6054
H 15.437 14.367 9.184 0.4466
H 13.377 14.383 7.394 0.4785
N 11.702 17.096 10.285 0.0839
C 12.920 16.495 10.437 -0.8218
C 13.710 17.254 11.265 0.0043
C 12.859 18.345 11.691 -0.4613
C 11.601 18.154 11.143 -0.8196
H 10.886 16.710 9.833 0.2753
H 13.167 15.651 9.811 0.2703
H 14.760 17.165 11.499 0.5441
H 13.086 19.137 12.389 0.4694
H 10.662 18.677 11.242 0.4388
N 19.270 12.223 10.655 0.0003
C 20.181 13.236 10.720 -0.5865
C 20.172 13.782 11.951 -1.0382
C 19.217 13.053 12.669 0.7278
C 18.776 11.993 11.910 -1.0109
H 19.046 11.623 9.873 0.2136
H 20.729 13.574 9.853 0.3865
H 20.767 14.611 12.303 0.4507
H 18.942 13.218 13.700 0.3101
H 18.079 11.175 12.019 0.5862
N 11.919 15.376 19.365 0.5449
C 11.852 14.104 18.958 -0.7431
C 10.590 13.592 18.997 -0.3976
C 9.774 14.708 19.336 -0.7844
C 10.619 15.791 19.597 -0.4485
H 12.756 15.928 19.490 0.2866
H 12.765 13.560 18.767 0.5566
H 10.321 12.576 18.747 0.5205
H 8.696 14.656 19.313 0.4480
H 10.512 16.831 19.868 0.3118
N 16.327 10.080 15.530 -0.0440
C 16.528 8.706 15.438 -0.4862
C 17.680 8.544 14.725 -0.8695
C 18.207 9.800 14.432 -0.9020
C 17.372 10.743 15.007 0.0865
H 15.553 10.541 15.987 0.7192
H 15.857 7.950 15.819 0.4370
H 18.036 7.565 14.440 0.3968
H 19.078 10.040 13.840 0.5789
H 17.398 11.822 15.057 0.1036
N 14.313 12.607 16.771 3.0964
C 13.354 11.845 16.191 -0.0959
C 13.323 10.576 16.780 -1.4329
C 14.197 10.654 17.871 -0.8586
C 14.877 11.868 17.767 -1.0169
H 14.556 13.564 16.561 -1.4109
H 12.802 12.214 15.339 0.1465
H 12.771 9.682 16.528 0.5127
H 14.439 9.854 18.555 0.4461
H 15.724 12.199 18.348 0.3609
```

- Look up the molar mass of the first one.
  145.6 g/mol